*one*
ORCA calculation (the ωB97M-V functional and the def2-TZVPD basis) on C7H8N2O2 in the gas phase.

ORCA input file:
```
! wB97M-V def2-TZVPD RIJCOSX def2/J DEFGRID3
* xyz 0 1
O -1.25598 1.61856 -0.21602
H -4.60038 0.02538 -0.51468
H 1.18049 2.20887 0.11399
C -0.81922 0.46937 -0.03258
N 0.95907 -1.08092 -0.01154
H 4.33895 -0.69742 -0.01370
H -3.93919 -0.62245 1.10592
H -1.11560 -1.58874 0.12372
H 3.55320 1.83490 -0.28235
H 2.60148 -2.42919 -0.15435
O -2.74274 -0.61619 -0.58704
N -1.53552 -0.65664 0.04583
C 3.32557 -0.37202 -0.10075
C 0.60909 0.19190 0.06356
C -3.73072 -0.09101 0.17935
H -3.46935 0.94227 0.52096
C 2.83480 0.94328 -0.10062
C 2.28383 -1.32013 -0.10885
C 1.52221 1.24018 -0.03085
*
```

* E_LUMO: 0.10 eV
* SMILES string: CONC(=O)c1ccccn1
* molecular weight: 152.15 g/mol
* orbital gap: 9.71 eV


*two*
ORCA calculation (the ωB97M-V functional and the def2-TZVPD basis) on C7H8N2O2 in the gas phase.

ORCA input file:
```
! wB97M-V def2-TZVPD RIJCOSX def2/J DEFGRID3
* xyz 0 1
H 1.94434 0.60726 1.43555
O -2.42773 -1.89325 -0.70265
C 0.41674 -1.15605 2.19949
H 0.15776 -2.44644 2.08439
C 0.07927 1.17566 -1.36216
C -0.66239 -0.73294 0.01286
O -1.51020 -2.50729 1.24686
C 0.43460 -0.51603 0.87464
C 1.17810 1.26266 -0.42554
H -0.44214 -0.94081 3.04209
N 0.02906 1.98673 -2.46553
H 1.06837 2.54698 -2.75402
C -0.88846 0.18997 -1.14877
H 2.07356 1.90563 -0.64754
H -0.86327 2.45961 -2.97304
H -1.73590 0.24201 -1.87698
N -1.61559 -1.79362 0.19669
H 1.48111 -0.92990 2.59768
C 1.28278 0.53982 0.66599
*
```

* E_LUMO: -0.61 eV
* SMILES string: Cc1ccc(N)cc1[N+](=O)[O-]
* molecular weight: 152.15 g/mol
* orbital gap: 7.63 eV


Which one sits at the bottom of the stability order? *two* does.


*one*
ORCA calculation (the ωB97M-V functional and the def2-TZVPD basis) on a molecular structure, C3H10N2P.

ORCA input file:
```
! wB97M-V def2-TZVPD RIJCOSX def2/J DEFGRID3
* xyz 1 1
P 2.34474 0.22186 0.24551
N -0.47777 -1.68012 0.61099
H -0.69894 -1.18563 1.45612
H 2.54250 -1.13266 0.60248
H -1.09556 -2.46234 0.50893
C -1.58824 1.29763 0.07540
H -1.74465 2.19686 -0.46842
H -2.08674 0.58266 -0.42583
H 0.49809 -1.75937 -1.22933
H -2.28460 1.41989 0.95548
H 0.69749 0.64518 -1.68152
H 2.96501 0.07362 -1.00283
H 0.41523 1.79435 0.70183
N -0.20772 1.05241 0.46328
C 0.17613 -1.21295 -0.42205
C 0.54504 0.14859 -0.39005
*
```

* E_LUMO: -5.13 eV
* molecular weight: 105.10 g/mol
* orbital gap: 8.39 eV


*two*
ORCA calculation (the ωB97M-V functional and the def2-TZVPD basis) on a gas-phase ion, C3H10N2P (charge +1).

ORCA input file:
```
! wB97M-V def2-TZVPD RIJCOSX def2/J DEFGRID3
* xyz 1 1
H 1.66244 -1.85803 1.63105
H 2.69180 -0.46746 1.53117
H -2.11515 1.70102 0.75872
N -0.32568 -0.52899 -0.13815
H 0.68075 1.46134 -1.52119
H -0.37268 2.67703 -1.10535
C -0.86466 0.68349 -0.37872
H -2.94780 1.09317 -0.65839
H 0.99632 -2.12168 -1.03701
H -0.87585 -1.24760 0.41945
N -0.20425 1.61815 -1.13644
P 1.40356 -0.82875 -0.62161
H -2.53992 -0.03442 0.60930
C 2.17397 -1.19596 0.99129
H 2.90298 -1.82197 0.55872
C -2.26585 0.87065 0.09715
*
```

* E_LUMO: -3.42 eV
* SMILES string: CP/[NH+]=C(/C)N
* molecular weight: 105.10 g/mol
* orbital gap: 10.76 eV


Which one sits at the bottom of the stability order? *one* does.


*one*
ORCA calculation (the ωB97M-V functional and the def2-TZVPD basis) on C4H11ClN2 in the gas phase.

ORCA input file:
```
! wB97M-V def2-TZVPD RIJCOSX def2/J DEFGRID3
* xyz 0 1
H 0.83503 -1.01061 -1.96612
N -0.28018 -0.43447 0.44209
H 2.47585 -1.00941 -1.37134
C 1.08804 1.31553 -0.61853
C -0.23631 -0.04278 1.82776
H 1.48975 -1.91206 -0.38239
H -2.28389 -0.84090 0.24455
H 0.68986 -0.37363 2.14729
H -1.94149 1.08259 -0.05086
C -1.51636 -0.07650 -0.14786
N 0.89888 -0.00357 -0.17366
H -0.28465 1.00220 2.01741
H 0.67572 2.22704 -0.11776
H -1.46995 -0.30569 -1.17922
Cl 0.28783 1.66361 -2.36800
C 1.43871 -1.00537 -1.07819
H -1.16999 -0.52513 2.29264
H 2.10669 1.59121 -0.79661
*
```

* E_LUMO: 0.90 eV
* SMILES string: CN(C)N(C)CCl
* molecular weight: 122.60 g/mol
* orbital gap: 10.18 eV


*two*
ORCA calculation (the ωB97M-V functional and the def2-TZVPD basis) on 2 unconnected molecules or ions with the total composition C4H11ClN2.

ORCA input file:
```
! wB97M-V def2-TZVPD RIJCOSX def2/J DEFGRID3
* xyz 0 1
H -1.93251 0.71219 -0.28892
C -1.29468 0.16118 -0.98120
C -0.11178 -0.37402 -0.13515
H 1.80567 1.90242 0.67229
H -0.89845 0.79134 -1.71479
N 1.10627 0.14975 -0.82100
N 1.19351 2.57244 0.16090
H 0.06663 1.21454 1.41154
H 1.75650 2.91050 -0.57626
H -0.15262 -2.28233 -1.21581
H -1.88057 -0.63141 -1.54818
Cl 2.57928 -0.30750 -0.23012
H 0.44060 -2.41398 0.41471
C -0.31303 -1.95234 -0.19221
H -1.27793 -2.01014 0.18865
H -1.20279 -0.15319 1.59636
C -0.24592 0.13859 1.26644
H 0.36185 -0.42802 1.99274
*
```

* E_LUMO (spin up / spin down): -2.22 / -2.22 eV
* molecular weight: 122.60 g/mol
* orbital gap (spin up / spin down): 6.44 / 6.43 eV


Which one sits at the bottom of the stability order? *two* does.


*one*
ORCA calculation (the ωB97M-V functional and the def2-TZVPD basis) on C4H8N2O in the gas phase.

ORCA input file:
```
! wB97M-V def2-TZVPD RIJCOSX def2/J DEFGRID3
* xyz 0 3
H -0.74093 0.85718 -2.49627
H 1.96930 -0.79366 1.26901
H 1.58985 0.86251 -0.83736
O 0.31431 -2.04769 1.01224
H 0.99598 -0.64807 -1.06651
H -2.48055 0.89485 -0.52838
H 0.56015 -0.89775 2.56225
C -0.54040 0.95955 -1.45086
C 0.88489 -0.86277 1.48411
H -0.36548 2.02473 -1.29499
N -1.05268 0.29040 0.75808
N 0.30512 0.30305 0.77127
C -1.52429 0.65554 -0.41145
H -0.66190 -1.91297 0.93651
C 0.74661 0.31510 -0.70765
*
```

* ⟨S²⟩: 2.007
* E_LUMO (spin up / spin down): 1.02 / -1.55 eV
* molecular weight: 100.12 g/mol
* orbital gap (spin up / spin down): 6.29 / 8.46 eV


*two*
ORCA calculation (the ωB97M-V functional and the def2-TZVPD basis) on C4H8N2O in the gas phase.

ORCA input file:
```
! wB97M-V def2-TZVPD RIJCOSX def2/J DEFGRID3
* xyz 0 3
H -0.73983 2.32771 -1.98285
H -1.11929 -0.96994 0.74227
H 0.13949 -1.96458 2.68603
C 0.21601 0.28839 -2.12410
N -0.23859 -0.71241 1.10280
O 0.77702 -0.57057 -1.34168
H 0.93130 -2.26882 1.06033
H -1.60789 0.91379 0.13757
C 0.76579 -1.53156 1.80169
H 0.15328 0.29319 -3.21282
C -0.33109 1.43172 -1.63109
C -0.61823 1.27240 -0.13153
N 0.26608 0.26235 0.43794
H 1.65049 -0.80340 1.91519
H -0.24455 2.03173 0.54025
*
```

* ⟨S²⟩: 2.030
* E_LUMO (spin up / spin down): 1.00 / -1.54 eV
* molecular weight: 100.12 g/mol
* orbital gap (spin up / spin down): 6.52 / 6.89 eV


Which one sits at the bottom of the stability order? *two* does.